Molecular formula: C37H59F21O23S3
Method: DFT, ωB97M-V with the def2-TZVPD basis set

```
143
Properties=species:S:1:pos:R:3:forces:R:3:lowdin_charge:R:1
C 8.05645 6.70338 2.78730 0.289 0.562 0.171 -0.062
C 7.74855 5.54212 1.86594 0.278 0.537 0.322 -0.193
O 7.02280 4.53341 2.59900 0.594 -0.573 0.242 0.027
C 5.71749 4.69028 2.68533 0.529 -0.480 -0.412 -0.421
O 5.09870 5.53589 2.14031 -1.072 1.029 -0.256 0.189
C 5.03576 3.54796 3.45606 -0.236 0.224 0.044 -0.559
F 4.42552 2.73949 2.58369 0.210 -0.274 -0.258 0.156
F 5.90251 2.85075 4.17629 -0.017 -0.256 0.174 0.181
F 4.08356 4.03386 4.24862 0.076 0.152 0.289 0.172
H 8.72429 6.41448 3.60068 -0.156 -0.236 0.023 0.081
H 7.16911 7.16575 3.21856 -0.121 -0.159 -0.091 0.082
H 8.59226 7.49869 2.26137 -0.116 -0.132 -0.219 0.083
H 8.69230 5.08347 1.57868 -0.184 -0.272 -0.123 0.123
H 7.19007 5.85628 0.98608 -0.105 -0.134 0.027 0.118
C -0.01123 2.82153 4.00189 1.098 -1.161 0.065 -0.044
C 0.51179 2.06931 5.22586 -0.727 1.618 0.084 -0.205
O 0.74940 0.69371 4.93735 -0.012 -0.600 0.438 0.041
C 2.01496 0.33983 4.76793 -0.777 0.376 0.341 -0.396
O 2.92099 1.09606 4.64525 0.929 0.016 -0.241 0.173
C 2.20302 -1.18747 4.86307 0.369 0.035 -0.367 -0.547
F 2.60588 -1.68313 3.68219 -0.175 0.030 -0.049 0.156
F 3.17145 -1.43194 5.74367 0.014 -0.098 0.219 0.175
F 1.10497 -1.83104 5.24112 -0.072 -0.068 -0.015 0.174
H -1.02005 2.46475 3.82359 -0.317 0.720 -0.179 0.080
H 0.58319 2.52717 3.13074 0.012 0.021 0.030 0.074
H 0.18523 3.88005 4.13426 -0.773 0.175 -0.037 0.080
H -0.24522 2.11961 6.01069 -0.110 -0.503 -0.078 0.124
H 1.35199 2.60612 5.66392 0.535 -0.583 -0.308 0.122
C -0.27282 -10.07199 0.84088 0.219 0.085 0.094 -0.057
C -1.51622 -9.32568 0.39788 0.921 -0.301 -0.823 -0.187
O -1.35425 -7.91886 0.61783 -0.638 0.434 1.556 0.023
C -0.76251 -7.17324 -0.27667 0.231 -0.896 -0.121 -0.434
O -0.40873 -7.55661 -1.34815 0.293 0.343 -0.812 0.167
C -0.44105 -5.77563 0.26543 -0.122 0.149 0.283 -0.549
F 0.80176 -5.77762 0.76099 0.140 -0.084 0.017 0.176
F -0.49659 -4.88317 -0.70945 -0.112 0.194 -0.151 0.175
F -1.26478 -5.40547 1.25420 -0.024 0.053 -0.214 0.164
H -0.02680 -9.82272 1.87326 -0.109 -0.206 0.076 0.084
H 0.60723 -9.83296 0.24286 -0.154 0.156 -0.155 0.082
H -0.44275 -11.14327 0.73041 -0.032 -0.008 0.187 0.083
H -2.37102 -9.64843 0.98012 -0.221 0.239 -0.108 0.127
H -1.63696 -9.46853 -0.67734 -0.434 -0.134 0.130 0.124
C 7.16577 2.26161 -0.48298 -0.210 0.082 -0.860 -0.035
C 5.90014 2.47758 -1.29274 -0.837 -0.329 0.854 -0.201
O 6.20552 3.15847 -2.51507 0.476 -0.808 -0.746 0.042
C 6.21840 4.46922 -2.49951 -0.255 -0.068 -0.023 -0.416
O 5.87561 5.16004 -1.59553 0.122 0.740 0.575 0.176
C 6.61416 5.05879 -3.86992 -0.421 -0.112 -0.184 -0.537
F 7.20553 4.15863 -4.65824 0.077 0.220 0.026 0.167
F 5.47850 5.46215 -4.47359 0.265 -0.031 0.001 0.159
F 7.41001 6.11777 -3.73489 -0.003 -0.181 0.029 0.174
H 7.00841 1.65819 0.40760 -0.193 0.217 0.130 0.085
H 7.60844 3.23135 -0.26271 0.238 -0.159 0.239 0.070
H 7.79448 1.67472 -1.15684 0.420 0.202 0.259 0.086
H 5.09746 3.02998 -0.79954 0.286 0.098 0.243 0.121
H 5.48386 1.50146 -1.54271 0.042 0.128 -0.481 0.120
C -4.05671 1.35224 -2.26193 0.820 0.513 0.848 -0.051
C -5.05311 1.79547 -1.21456 -1.118 -1.161 -1.451 -0.170
O -5.84435 2.89215 -1.74881 0.905 0.448 -0.326 0.043
C -6.52920 3.59627 -0.88600 0.264 0.156 -0.477 -0.433
O -6.67714 3.34816 0.26330 -0.311 -0.015 1.233 0.177
C -7.12521 4.85913 -1.53804 0.167 -0.431 -1.283 -0.539
F -6.51573 5.14695 -2.71012 -0.133 0.016 0.452 0.145
F -8.42009 4.64731 -1.83045 0.084 0.264 0.403 0.162
F -6.98138 5.90178 -0.74170 -0.307 0.219 0.252 0.181
H -3.63440 0.43130 -1.85653 0.042 -0.117 -0.329 0.058
H -3.22754 2.06376 -2.28689 -0.009 -0.029 -0.269 0.078
H -4.44481 1.20456 -3.26384 -0.279 -0.034 0.069 0.087
H -4.58076 2.00099 -0.26079 -0.230 0.282 0.085 0.127
H -5.79904 0.99980 -1.16612 0.164 -0.150 0.803 0.124
C -4.22963 -6.68597 -0.87605 0.033 -0.581 -0.150 -0.051
C -5.03196 -5.60354 -1.56176 0.730 -0.933 -0.722 -0.173
O -4.05673 -4.58726 -1.91135 0.272 0.661 0.816 0.019
C -4.08733 -4.03736 -3.10405 -0.540 -0.157 0.320 -0.408
O -4.87860 -4.28179 -3.96116 -0.123 0.257 -0.595 0.172
C -2.89222 -3.07277 -3.32348 0.060 -0.467 -0.142 -0.541
F -1.81213 -3.85031 -3.50668 0.280 0.053 -0.039 0.160
F -3.07823 -2.34937 -4.41552 -0.069 0.102 -0.214 0.181
F -2.62728 -2.23572 -2.32305 -0.266 -0.092 0.253 0.163
H -3.39100 -6.98585 -1.51076 0.048 0.233 -0.021 0.082
H -4.82580 -7.59957 -0.79889 -0.154 0.169 0.303 0.087
H -3.84356 -6.39895 0.10019 -0.141 0.086 0.034 0.074
H -5.84151 -5.22678 -0.94825 0.181 0.435 0.000 0.109
H -5.42365 -5.99644 -2.50076 -0.205 0.126 0.107 0.124
C -4.26398 -0.86455 4.11296 0.121 0.126 0.656 -0.057
C -4.39842 -2.13202 3.32848 0.114 0.215 -0.764 -0.177
O -5.27559 -1.88287 2.19401 -0.617 0.386 0.388 0.044
C -5.43907 -2.84165 1.32075 0.813 -0.117 -0.283 -0.402
O -4.77385 -3.83679 1.20212 -0.412 -0.008 0.241 0.157
C -6.54827 -2.51259 0.29517 0.482 -0.736 0.263 -0.552
F -6.04906 -2.82996 -0.90675 -0.322 0.483 -0.265 0.160
F -7.61416 -3.29361 0.50722 -0.120 -0.010 0.048 0.171
F -6.93069 -1.25453 0.32649 -0.103 0.364 -0.254 0.195
H -5.19836 -0.54536 4.57411 0.006 -0.058 -0.031 0.085
H -3.84894 -0.03092 3.55140 -0.094 -0.109 -0.354 0.081
H -3.53354 -1.07084 4.90005 -0.154 0.046 0.141 0.086
H -4.84673 -2.95481 3.88227 0.216 -0.017 0.124 0.136
H -3.42927 -2.40058 2.92077 0.086 -0.394 0.043 0.122
C 3.13270 -5.00609 -5.47008 -0.702 0.671 0.341 -0.052
C 2.14363 -4.20842 -4.62034 -0.129 -0.760 -0.073 -0.251
O 2.97685 -3.37370 -3.78540 0.308 0.785 -0.216 -0.251
S 2.37344 -2.12875 -3.01506 -1.299 -0.366 -0.572 0.566
C 1.46071 -1.22236 -4.23882 -0.314 0.132 0.215 -0.106
O 1.38898 -2.63162 -2.10096 0.173 0.012 0.333 -0.288
O 3.46570 -1.33528 -2.56554 0.257 -0.119 0.135 -0.260
H 3.62810 -4.23776 -6.06176 0.480 -0.359 -0.099 0.083
H 2.62031 -5.68997 -6.14336 -0.064 -0.053 0.071 0.081
H 3.81228 -5.54507 -4.81831 0.208 -0.025 -0.152 0.082
H 1.49711 -3.63007 -5.28160 0.144 0.248 0.146 0.104
H 1.49405 -4.80433 -3.97635 0.162 -0.097 0.017 0.124
H 0.67943 -1.82662 -4.69385 0.272 -0.266 -0.091 0.062
H 2.12666 -0.77037 -4.96623 0.009 0.016 -0.020 0.080
H 0.88591 -0.48268 -3.67733 0.377 0.197 0.113 0.062
C -3.49486 7.42339 -0.38348 -0.496 0.232 0.090 -0.063
C -2.54074 6.76737 0.58337 -0.197 0.305 0.076 -0.261
O -1.75522 5.83355 -0.19250 0.525 0.100 0.290 -0.267
S -0.49723 5.14860 0.53955 -1.102 -0.265 -0.413 0.583
C -0.78416 3.50460 -0.03840 1.329 0.032 -0.937 -0.118
O 0.70779 5.63123 -0.04287 0.145 0.172 -0.047 -0.258
O -0.72350 5.24666 1.94998 0.204 -0.062 0.146 -0.284
H -2.97928 7.78200 -1.27237 0.059 -0.233 -0.077 0.085
H -3.96805 8.30762 0.05058 0.112 -0.096 0.260 0.083
H -4.31439 6.75422 -0.64502 0.156 -0.069 -0.268 0.063
H -1.92098 7.52305 1.06866 0.271 -0.174 -0.143 0.121
H -3.04402 6.20658 1.37099 -0.096 0.070 -0.037 0.118
H -1.06502 3.55341 -1.09168 -0.768 0.229 0.229 0.079
H -1.42718 2.92008 0.60184 -0.134 0.015 -0.020 0.056
H 0.21186 3.07507 -0.18969 -0.011 -0.216 0.839 0.066
C 2.77402 0.73755 0.74384 -0.272 0.371 0.960 -0.042
C 1.60329 0.18602 -0.03815 1.226 -0.338 -0.581 -0.268
O 0.35222 0.31165 0.66690 -0.286 0.460 -0.643 -0.250
S -0.92079 -0.09497 -0.22731 0.634 -1.279 0.802 0.566
C -0.98880 -1.82673 0.18352 0.572 0.188 0.128 -0.104
O -2.02992 0.58304 0.36155 -0.249 0.136 0.020 -0.281
O -0.61917 0.04162 -1.61757 -0.123 0.448 -0.165 -0.277
H 3.57274 1.00499 0.05561 0.033 -0.113 -0.024 0.067
H 3.17310 0.08261 1.52016 -0.075 -0.286 -0.229 0.077
H 2.49804 1.64037 1.29759 -0.094 0.121 -0.307 0.072
H 1.57536 0.71665 -0.99123 -0.416 0.072 0.122 0.112
H 1.77754 -0.86370 -0.28999 -0.120 0.012 0.106 0.101
H -0.61947 -1.90285 1.20369 -0.568 0.047 0.279 0.078
H -0.24929 -2.38135 -0.39360 -0.237 0.203 -0.464 0.041
H -1.99728 -2.19247 0.03104 -0.017 -0.111 0.094 0.062
```
Forces are in eV/Å.

Results
Energy relative to the best compared isomer or geometry (same formula, charge and spin): 0.0 kJ/mol
DFT total energy: -6467.5945 Ha
Gap between HOMO and LUMO: 0.40930 Ha
HOMO energy: -10.76 eV
Charge: 0